Entry 1:
Below is a molecular structure, C36H60GeN4PTi, with properties calculated with ωB97M-V with the def2-TZVPD basis set.

- Gap between HOMO and LUMO (alpha / beta): 6.984 / 7.172 eV
- E: -4894.07843 hartree

Structure (ORCA input):
```
! wB97M-V def2-TZVPD RIJCOSX def2/J DEFGRID3
* xyz 2 2
Ge -1.16601 2.05861 0.13380
Ti 0.86794 -0.78554 -0.10288
P -1.23507 -1.88042 -1.25872
N 1.71648 -2.66099 0.12857
N 2.34635 -0.76100 -1.40488
N 0.73101 -0.23269 1.90885
N 0.75044 1.50711 -0.06006
C 3.31816 -1.71715 -1.29495
C 1.21932 2.18881 -1.29694
C 1.15672 0.96501 2.25131
C 5.78928 -3.72380 -1.54176
C 2.84171 3.29268 3.61063
C -2.01521 1.24111 1.69038
C 0.32259 -3.38800 -3.09926
C -3.43973 1.78493 1.87108
C 1.93535 -3.88188 2.32270
C 1.16876 -3.69622 1.00239
C -0.74818 -3.47653 -2.01310
C -2.44638 4.68203 -0.20042
C -4.34101 1.59387 0.65515
C 4.58675 -1.54814 -1.82956
C -3.70637 -3.14961 -0.57957
C -3.96178 5.25950 -2.14068
C 3.56490 -4.09776 -0.44671
C 1.90009 2.41016 4.19405
C 1.32937 -1.82627 3.77929
C 2.30875 2.92713 1.19434
C -5.76016 2.08639 0.90329
C 1.18188 1.41295 3.61410
C -2.69397 4.54090 -1.69830
C 5.68216 -2.40944 -1.91911
C 0.24282 -1.17582 2.92447
C 2.54813 1.68657 -1.84947
C -1.15517 4.00473 0.28236
C 1.44568 1.87379 1.14164
C 2.40231 -2.60590 3.02413
C -1.36875 -0.22322 -3.56587
C -2.52188 -2.35153 -0.03539
C 2.44057 0.28220 -2.42721
C 4.80127 -4.47917 -0.91439
C 2.88432 -2.86079 -0.49151
C -2.19680 -1.00522 -2.54995
C 3.02542 3.49456 2.28281
H -2.87509 -1.42041 0.41517
H 2.51031 3.42502 0.25695
H -2.02126 0.24412 -4.30256
H 1.77341 2.50724 5.26635
H 2.84057 2.37377 -2.64670
H 1.30428 -4.46817 2.99636
H 1.81992 -1.05872 4.38180
H 3.01992 -4.89241 0.04053
H -4.12438 5.15774 -3.21282
H 3.43110 3.88996 4.29410
H 0.45197 2.02019 -2.05626
H 1.25023 3.26999 -1.15102
H -1.83131 4.93809 -2.24325
H 6.72465 -4.22449 -1.75415
H 6.56018 -1.97446 -2.38172
H 1.17758 -2.79191 -2.77697
H -2.02411 -2.91131 0.76154
H 3.75621 4.24270 2.00067
H 0.13200 -3.42462 1.20637
H -1.65813 1.48288 -1.19615
H -0.30554 4.41079 -0.27038
H -2.02511 0.15386 1.58960
H -0.48717 -0.67387 3.56615
H -0.97568 4.22491 1.33843
H 1.54047 0.22745 -3.04965
H -1.65123 -3.94536 -2.40933
H 3.16308 -2.89127 3.75235
H -4.83818 4.85576 -1.62956
H -6.38987 1.95041 0.02508
H 0.58206 0.82236 4.29365
H -0.32743 -1.94203 2.39835
H -3.39830 -4.11644 -0.97453
H -3.89605 1.29362 2.73457
H -5.76406 3.14821 1.15655
H 5.05325 -5.51793 -0.73417
H -6.21996 1.54745 1.73271
H 2.91172 -1.95151 2.30969
H 1.10990 -4.65990 0.48538
H -0.40294 -4.10211 -1.18695
H -0.66743 -0.85908 -4.10413
H -3.39634 2.84839 2.12417
H -3.31059 4.29613 0.34803
H -3.90631 6.32446 -1.91175
H -4.23235 -2.60909 -1.36588
H -4.35826 0.53307 0.37727
H -4.42082 -3.33789 0.22100
H -2.88181 -0.33386 -2.02418
H -3.92528 2.12690 -0.21032
H 3.26645 0.08733 -3.10808
H 2.81750 -4.49497 2.13455
H 4.77972 -0.56913 -2.24707
H -0.07200 -2.95175 -4.01578
H 0.68203 -4.38567 -3.34909
H -1.41698 1.47623 2.57337
H 3.33685 1.71747 -1.09351
H 0.82586 -2.49145 4.48622
H -0.80022 0.57247 -3.08193
H -2.38768 5.74431 0.04980
H -2.81570 -1.75034 -3.05471
H -2.76572 3.48089 -1.96876
*
```


Entry 2:
Below is 5 unconnected molecules or ions with the total composition C36H61ClF3N9O9 at a distorted geometry, with properties calculated with ωB97M-V with the def2-TZVPD basis set.

- Gap between HOMO and LUMO: 8.738 eV
- E: -3338.27289 hartree

Structure (ORCA input):
```
! wB97M-V def2-TZVPD RIJCOSX def2/J DEFGRID3
* xyz 0 1
Cl -0.68419 -2.96394 -1.49359
F 0.24571 0.71965 5.50937
F 0.19268 -1.32446 4.88176
F 1.14079 0.21226 3.63272
O 4.17946 2.24071 1.31017
O 5.67417 -4.49527 3.54839
O -2.83741 2.32605 1.57134
O -0.33856 3.78238 -1.40796
O 3.55959 0.07857 1.15532
O -1.39438 1.62885 3.72216
O -4.48688 -2.02560 1.93106
O 1.58937 -6.37709 -1.56757
O 4.55495 1.28591 8.80473
N 5.25093 -4.44736 5.77557
N 3.96620 -0.29119 7.27906
N -5.74744 -0.64033 3.20773
N 2.82496 1.70129 7.39436
N -0.11929 -6.01556 -3.01614
N -5.79620 -2.92392 3.55034
N 1.06668 -7.99477 -3.06761
N 5.52815 -2.48548 4.58673
N -2.18502 2.51647 -0.69569
C 1.21876 0.51331 -5.30995
C -1.11132 -0.28439 -5.66115
C 4.48629 1.07620 1.38839
C -1.26006 0.22667 3.78092
C 0.89102 -6.76726 -2.48853
C -0.67033 -0.08091 1.28549
C -0.19088 0.89536 -5.86420
C 0.80929 -2.07697 1.63072
C 2.46470 -1.16807 -0.58766
C -0.80025 2.76038 -0.95966
C -0.15769 1.47280 -0.46551
C 0.95628 0.79933 -0.85787
C -5.28921 -1.87477 2.83497
C -3.23905 4.32500 -2.12653
C -3.23868 0.97237 -5.18289
C -0.10742 -3.24642 1.18466
C -2.12269 2.01645 0.65020
C 5.49687 -3.85454 4.56634
C -4.60466 6.20282 -1.06286
C -2.34219 -0.23929 -5.15555
C 0.25832 -3.80885 -0.19978
C 3.75676 -0.42330 -0.18793
C 1.07348 1.92118 -3.17493
C 0.10468 -0.07654 4.40763
C -3.09272 3.68315 -0.73214
C -2.90765 -1.50432 -4.51715
C -2.14739 6.55945 -1.51143
C 0.45487 -0.79798 0.88600
C 1.82899 1.30850 -1.98991
C 1.24456 -0.37180 -0.15444
C 1.77804 1.71833 -4.54183
C -3.41998 5.85218 -1.97279
C 3.83184 0.93026 7.89392
C -0.96387 1.03171 0.56896
C 3.31034 1.74189 -4.45275
C -1.55351 -0.48742 2.44866
H -2.60441 -0.35308 2.20363
H 5.38638 -1.93511 5.41171
H 1.84999 0.39764 -6.19563
H 3.78041 2.03498 -5.39095
H 1.31775 -3.74916 -0.41407
H -4.77832 7.27815 -1.04749
H -2.72661 1.91199 -4.97790
H 3.65434 0.72691 -4.22125
H -4.00489 0.85132 -4.41080
H 2.60681 1.96205 -1.59081
H -2.00033 -0.14411 4.49907
H 5.70623 -2.02055 3.71677
H -6.40704 -0.49158 3.94695
H -1.41040 -1.55197 2.62912
H -2.40195 4.12021 -2.79005
H -0.69975 -6.32303 -3.77252
H 2.36606 0.43799 -2.37481
H -3.77074 0.98749 -6.13493
H -2.33835 -2.34844 -4.90633
H -0.12543 -4.03195 1.94071
H -0.03455 -4.85356 -0.23156
H -6.45651 -2.82143 4.29658
H 4.69581 -0.88985 7.61617
H 3.67330 2.38586 -3.65116
H 1.50482 2.60572 -5.12295
H 2.22725 1.40921 6.64401
H -1.11760 -2.84572 1.09098
H 3.38035 -0.60365 6.52692
H 3.94844 0.38580 -0.89011
H 5.22140 -5.44928 5.79508
H -2.81989 4.42554 0.01760
H 0.60422 -1.90035 2.68206
H 4.57735 -1.14507 -0.14312
H -1.83531 6.24630 -0.51164
H -4.17108 3.98285 -2.58318
H 1.18039 -0.39957 -4.71582
H -5.49058 5.68690 -1.44394
H -1.91713 1.88856 4.48274
H -3.96304 -1.60103 -4.77720
H -4.45753 5.87952 -0.03005
H -0.28132 -5.10372 -2.61800
H -0.09698 1.20293 -6.90999
H -3.66680 6.28062 -2.95067
H 5.50400 0.73911 1.64894
H 0.03400 1.59511 -3.24472
H -2.29775 7.63998 -1.44564
H 1.06617 2.99881 -3.02390
H 1.80111 -8.57171 -2.70312
H -1.29541 6.37239 -2.16648
H 2.50478 -2.14604 -0.12704
H 0.50714 -8.33774 -3.82415
H -4.07829 3.32624 -0.43878
H -5.39590 0.15194 2.70094
H 2.68633 2.60386 7.80784
H -0.56065 1.77207 -5.33181
H 5.10267 -3.93942 6.62590
H -2.74379 -1.42784 -3.44201
H -5.48029 -3.84235 3.30120
H 1.86469 -2.32004 1.57783
H 2.44828 -1.33584 -1.66526
H -0.70170 -1.25656 -5.92456
*
```